No. 1
{
  "formula": "C53H58As2BiN2O13P2",
  "method": "the ωB97M-V functional and the def2-TZVPD basis",
  "total_charge": 3,
  "relative_energy_kj_mol": 53.3,
  "largest_force_ev_per_a": 0.66,
  "e_homo_ev": -14.834,
  "gap_ha": 0.2693,
  "total_energy_ha": -8510.0906,
  "species": ["Bi", "O", "C", "C", "C", "C", "C", "C", "P", "C", "C", "C", "C", "C", "C", "C", "C", "C", "C", "C", "C", "C", "C", "C", "C", "C", "C", "P", "C", "C", "C", "C", "C", "C", "C", "C", "C", "C", "C", "C", "H", "H", "H", "H", "H", "H", "H", "H", "H", "H", "H", "H", "H", "H", "H", "H", "H", "H", "H", "H", "H", "H", "H", "H", "H", "H", "H", "H", "O", "H", "H", "O", "H", "H", "O", "H", "H", "O", "H", "H", "N", "C", "C", "N", "C", "H", "H", "H", "H", "C", "O", "C", "O", "C", "C", "As", "C", "C", "C", "As", "C", "C", "O", "O", "C", "C", "O", "O", "C", "C", "O", "O", "C", "H", "H", "H", "H", "H", "H", "H", "H", "H", "H", "H", "H", "H", "H", "H", "H", "H", "H"],
  "xyz": [[-0.7818, -0.3470, 0.7624], [-0.3469, -3.7249, 0.7745], [0.9156, -4.1343, 1.1685], [1.6150, -5.1763, 0.5894], [2.8892, -5.4625, 1.0666], [3.4570, -4.7098, 2.0840], [2.7715, -3.6212, 2.6012], [1.4930, -3.3204, 2.1403], [0.6033, -1.8370, 2.6771], [-0.4067, -2.3001, 4.0973], [-0.8868, -1.3204, 4.9764], [-1.6721, -1.6864, 6.0591], [-1.9867, -3.0256, 6.2688], [-1.5261, -3.9974, 5.3905], [-0.7388, -3.6395, 4.3035], [1.9031, -0.7234, 3.2649], [2.3248, -0.7378, 4.5941], [3.3815, 0.0710, 4.9940], [4.0166, 0.8950, 4.0727], [3.5962, 0.9119, 2.7482], [2.5476, 0.1014, 2.3432], [-1.3070, -4.5508, 0.2285], [-1.3335, -5.9285, 0.3793], [-2.3329, -6.6538, -0.2528], [-3.2957, -6.0202, -1.0284], [-3.2922, -4.6415, -1.1217], [-2.3097, -3.8903, -0.4705], [-2.5094, -2.0895, -0.4885], [-4.1155, -1.7797, 0.2748], [-4.6768, -0.5021, 0.1925], [-5.9024, -0.2419, 0.7815], [-6.5692, -1.2481, 1.4720], [-5.9984, -2.5079, 1.5854], [-4.7709, -2.7772, 0.9931], [-2.6256, -1.6635, -2.2419], [-3.8598, -1.4549, -2.8565], [-3.9188, -1.2653, -4.2321], [-2.7571, -1.2867, -4.9931], [-1.5262, -1.4967, -4.3809], [-1.4601, -1.6841, -3.0095], [1.1968, -5.7568, -0.2212], [3.4419, -6.2853, 0.6294], [4.4444, -4.9513, 2.4550], [3.2410, -2.9984, 3.3517], [-0.6313, -0.2778, 4.8191], [-2.0322, -0.9294, 6.7455], [-2.5849, -3.3115, 7.1255], [-1.7722, -5.0395, 5.5557], [-0.3695, -4.4073, 3.6306], [1.8370, -1.3774, 5.3204], [3.7103, 0.0536, 6.0262], [4.8408, 1.5238, 4.3889], [4.0823, 1.5634, 2.0314], [2.2341, 0.1258, 1.3039], [-0.5971, -6.4362, 0.9847], [-2.3503, -7.7317, -0.1411], [-4.0565, -6.5967, -1.5392], [-4.0653, -4.1375, -1.6913], [-4.1557, 0.2905, -0.3274], [-6.3403, 0.7464, 0.7025], [-7.5345, -1.0493, 1.9220], [-6.5095, -3.2885, 2.1356], [-4.3373, -3.7634, 1.0971], [-4.7737, -1.4528, -2.2748], [-4.8785, -1.1120, -4.7106], [-2.8108, -1.1532, -6.0678], [-0.6208, -1.5259, -4.9750], [-0.4959, -1.8553, -2.5437], [-2.7929, 1.8908, 2.8096], [-1.8929, 2.1380, 3.0981], [-3.4253, 2.4981, 3.2096], [-0.0416, 1.7782, 3.0351], [0.5360, 2.2511, 2.3955], [0.3695, 1.9565, 3.8910], [-2.5075, -0.6465, 2.4111], [-2.2664, -1.0934, 3.2402], [-2.8114, 0.2765, 2.6616], [0.9608, -1.5075, -0.4184], [1.5951, -1.0808, -1.0541], [0.8983, -2.4468, -0.6367], [-3.3665, 3.0962, -1.9534], [-2.8342, 3.7657, -0.8759], [-1.9971, 2.8779, -0.2853], [-1.9965, 1.6781, -0.9882], [-2.8401, 1.8595, -1.9895], [-3.9873, 3.4905, -2.6415], [-3.0807, 4.7907, -0.6485], [-1.3697, 3.0277, 0.5810], [-3.0675, 1.1369, -2.7621], [5.5859, 0.9786, -0.5916], [4.5903, 0.1499, -1.2542], [3.4611, 0.5687, -1.7695], [2.6703, -0.2931, -2.1475], [2.9716, 1.9834, -1.7658], [3.6219, 3.0676, -2.1830], [3.1870, 5.0282, -1.8404], [3.7453, 5.7855, -3.5407], [1.2931, 4.5391, -2.0220], [0.9583, 3.7175, -1.0096], [0.9503, 1.8013, -1.3730], [0.4433, 1.5646, -3.2399], [1.3260, 3.9513, 0.4295], [1.3820, 3.0416, 1.2492], [1.4233, 5.2139, 0.7669], [1.7627, 5.4923, 2.1451], [0.4480, 4.5271, -3.2725], [-0.7516, 4.4084, -3.2276], [1.1269, 4.7631, -4.3857], [0.3196, 4.8973, -5.5811], [5.0286, 3.0944, -2.7440], [5.8688, 3.7328, -2.1733], [5.3067, 2.4847, -3.8949], [4.2765, 1.8706, -4.7014], [6.3556, 1.2574, -1.2988], [6.0149, 0.3455, 0.1754], [5.1338, 1.8638, -0.1535], [4.8116, 5.9785, -3.4357], [3.2265, 6.7347, -3.6612], [3.5506, 5.1546, -4.4014], [1.2193, 1.9377, -3.9058], [-0.5018, 2.0595, -3.4445], [0.3324, 0.4924, -3.3899], [1.8428, 6.5690, 2.2093], [2.7094, 5.0222, 2.3958], [0.9795, 5.1278, 2.8035], [1.0165, 5.1245, -6.3788], [-0.3973, 5.7037, -5.4566], [-0.2090, 3.9692, -5.7842], [4.7502, 1.6563, -5.6514], [3.4446, 2.5563, -4.8554], [3.9232, 0.9417, -4.2606]]
}

No. 2
{
  "formula": "C53H58N3O14",
  "method": "the ωB97M-V functional and the def2-TZVPD basis",
  "total_charge": 1,
  "relative_energy_kj_mol": 353.0,
  "largest_force_ev_per_a": 15.49,
  "e_homo_ev": -9.377,
  "gap_ha": 0.2613,
  "total_energy_ha": -3271.1044,
  "species": ["C", "C", "N", "C", "C", "N", "C", "C", "H", "H", "H", "H", "H", "H", "H", "H", "H", "H", "H", "N", "C", "C", "C", "C", "C", "H", "H", "H", "H", "H", "C", "C", "C", "C", "C", "C", "O", "O", "H", "H", "H", "H", "H", "H", "C", "C", "C", "C", "C", "C", "O", "O", "H", "H", "H", "H", "H", "H", "C", "C", "C", "C", "C", "C", "O", "O", "H", "H", "H", "H", "H", "H", "C", "C", "C", "C", "C", "C", "O", "O", "H", "H", "H", "H", "H", "H", "C", "C", "C", "C", "C", "C", "O", "O", "H", "H", "H", "H", "H", "H", "C", "C", "C", "C", "C", "C", "O", "O", "H", "H", "H", "H", "H", "H", "C", "C", "C", "C", "C", "C", "O", "O", "H", "H", "H", "H", "H", "H"],
  "xyz": [[2.2086, -2.0469, 0.1112], [1.4306, -1.1109, -0.8348], [1.4346, 0.2961, -0.3458], [0.6546, 0.9481, 0.6942], [0.9366, 2.3451, 0.6122], [1.8896, 2.4851, -0.3668], [2.1176, 1.3501, -0.9348], [2.5136, 3.7901, -0.9278], [3.2676, -2.0599, 0.0512], [1.8226, -3.0609, -0.2488], [1.7506, -2.0649, 1.1252], [0.2916, -1.4529, -1.2788], [1.9296, -1.1799, -1.8468], [-0.0894, 0.4341, 1.3572], [0.4006, 3.0931, 0.9642], [2.8036, 1.1061, -1.6958], [3.6026, 3.7291, -1.0278], [2.3746, 4.5321, -0.3598], [2.1676, 3.9351, -1.8528], [-3.7294, 3.9481, 0.4562], [-2.9624, 2.8171, 0.5882], [-3.5004, 1.6231, 0.0572], [-4.8444, 1.6081, -0.5068], [-5.5264, 2.7911, -0.7518], [-4.8024, 3.9961, -0.3778], [-2.1534, 2.8561, 1.1952], [-3.0084, 0.6341, 0.1872], [-5.3324, 0.4521, -0.7348], [-6.3904, 2.8941, -1.1538], [-5.3804, 4.8841, -0.3888], [-1.1314, -5.6269, -1.6548], [-1.3254, -4.0929, -1.9818], [-2.4694, -3.4549, -1.4488], [-3.4034, -4.2399, -0.5748], [-3.1514, -5.6459, -0.2828], [-2.0274, -6.3469, -0.7238], [-2.0194, -7.7249, -0.5268], [-2.7884, -2.1949, -1.7858], [-0.4974, -6.1719, -2.2048], [-0.7594, -3.5269, -2.6668], [-4.5184, -3.9579, -0.1638], [-3.8704, -6.2489, 0.0862], [-1.3814, -8.0209, -1.0928], [-3.5594, -1.8019, -1.4328], [1.2946, 4.0241, -5.8398], [0.9276, 4.4351, -7.2768], [1.8526, 4.1911, -8.2948], [3.0846, 3.6661, -7.9998], [3.4216, 3.3441, -6.6908], [2.5586, 3.5131, -5.6548], [2.9636, 3.3131, -4.3188], [1.4686, 4.4551, -9.5268], [0.6386, 4.3341, -5.1548], [0.0846, 4.8081, -7.4078], [3.5966, 3.8321, -8.8928], [4.3466, 2.9121, -6.5388], [4.0236, 3.1701, -4.2128], [1.2556, 5.3201, -9.6668], [1.5236, -4.5769, 2.7582], [2.1366, -5.5039, 3.6752], [1.5766, -6.7469, 4.0012], [0.4736, -7.1079, 3.2602], [-0.2284, -6.2589, 2.2952], [0.3406, -4.9949, 1.9982], [-0.3404, -4.2599, 1.1662], [2.0126, -7.5599, 4.8902], [1.8296, -3.5669, 2.5462], [2.9496, -5.1189, 4.1112], [0.0796, -7.9439, 3.1562], [-1.0364, -6.4639, 1.9712], [-0.6174, -4.5929, 0.3772], [2.8386, -7.2019, 5.3092], [-3.0824, -3.0309, 3.0192], [-4.1934, -3.0929, 3.9982], [-4.5904, -1.9489, 4.6232], [-4.0234, -0.5619, 4.4832], [-2.9294, -0.5309, 3.5822], [-2.4574, -1.7589, 2.9012], [-1.3464, -1.5549, 2.0302], [-5.6184, -2.0529, 5.4272], [-2.6194, -4.0089, 2.7432], [-4.7924, -3.9739, 4.1802], [-4.2824, 0.1671, 5.1772], [-2.5534, 0.3251, 3.3252], [-1.0104, -2.2829, 1.7202], [-6.3624, -2.9479, 5.1652], [5.4676, 1.8841, 0.2122], [5.2546, 2.7611, 1.3832], [4.8756, 2.1391, 2.5482], [4.9816, 0.7031, 2.6242], [5.0766, -0.1009, 1.5362], [5.3886, 0.4951, 0.3152], [5.5346, -0.2219, -0.8988], [4.6796, 2.7781, 3.7092], [5.7196, 2.5271, -0.6098], [5.2656, 3.7801, 1.3092], [4.8086, 0.1751, 3.6292], [4.9126, -1.0479, 1.9532], [5.8716, 0.2741, -1.6268], [4.6166, 3.7151, 3.7132], [-2.9124, 1.6851, -3.6778], [-1.6614, 1.0851, -3.2238], [-0.5534, 0.9381, -4.0528], [-0.7604, 1.0581, -5.4648], [-2.0954, 1.6131, -5.9028], [-3.0944, 2.0751, -4.9818], [-4.1934, 2.6391, -5.4728], [0.6246, 0.4461, -3.7228], [-3.7154, 1.8731, -2.8928], [-1.4704, 0.5081, -2.1748], [-0.0224, 0.7831, -6.1588], [-2.1824, 1.8001, -6.9368], [-4.8794, 2.9071, -4.8068], [1.3836, 0.7161, -4.2808], [0.3776, 1.3791, 5.5232], [1.3076, 1.9711, 4.3562], [1.0566, 3.3711, 4.0072], [-0.0004, 3.9651, 4.6052], [-0.6294, 3.4981, 5.8342], [-0.4864, 2.1941, 6.1672], [-1.2424, 1.6811, 7.1622], [1.8746, 4.0431, 3.1452], [0.4796, 0.4311, 5.5422], [2.0766, 1.3741, 3.8842], [-0.4114, 5.0421, 4.4102], [-1.0654, 4.2121, 6.4492], [-1.2634, 2.5441, 7.8812], [2.8366, 3.6171, 3.2592]]
}

No. 3
{
  "formula": "C53H59N16O9RbS4",
  "method": "the ωB97M-V functional and the def2-TZVPD basis",
  "total_charge": -2,
  "relative_energy_kj_mol": 0.0,
  "largest_force_ev_per_a": 1.77,
  "e_homo_ev": -3.704,
  "gap_ha": 0.2592,
  "total_energy_ha": -5225.4134,
  "species": ["Rb", "O", "C", "O", "C", "C", "C", "N", "C", "C", "C", "C", "C", "C", "C", "N", "C", "C", "C", "C", "C", "N", "H", "H", "H", "H", "H", "H", "H", "H", "H", "H", "N", "C", "C", "C", "C", "C", "C", "S", "O", "O", "N", "C", "N", "C", "C", "C", "N", "H", "H", "H", "H", "H", "H", "H", "H", "H", "C", "C", "N", "N", "C", "S", "N", "N", "H", "H", "H", "H", "H", "H", "O", "C", "C", "C", "C", "C", "C", "N", "H", "H", "H", "H", "H", "H", "H", "C", "C", "C", "C", "N", "C", "S", "N", "C", "H", "H", "H", "H", "H", "H", "H", "H", "C", "C", "C", "C", "C", "C", "C", "S", "O", "O", "O", "H", "H", "H", "H", "H", "H", "H", "C", "N", "C", "C", "O", "N", "C", "C", "H", "H", "H", "H", "H", "H", "H", "H", "H", "H", "H", "H"],
  "xyz": [[-0.5419, -0.6483, 0.3683], [5.6739, -4.6740, -3.7701], [5.7525, -4.3584, -2.5621], [6.6329, -4.6112, -1.7104], [4.5681, -3.5078, -2.0393], [4.5193, -3.0781, -0.7236], [3.4611, -2.2823, -0.2952], [2.4594, -1.9180, -1.1018], [2.5283, -2.2981, -2.3807], [3.5523, -3.0939, -2.8837], [1.4699, -1.7700, -3.2977], [0.8565, -2.5952, -4.2353], [-0.1438, -2.0704, -5.0384], [-0.4847, -0.7364, -4.8994], [0.1972, 0.0147, -3.9562], [1.1514, -0.4773, -3.1687], [3.4526, -1.7091, 1.0864], [4.0640, -2.3655, 2.1503], [4.1127, -1.7374, 3.3841], [3.5528, -0.4786, 3.5252], [2.9547, 0.0973, 2.4134], [2.8960, -0.5006, 1.2244], [5.3393, -3.3515, -0.0718], [3.5984, -3.3743, -3.9289], [1.1373, -3.6389, -4.3007], [-0.6637, -2.7035, -5.7472], [-1.2826, -0.2943, -5.4830], [-0.0443, 1.0647, -3.8092], [4.4852, -3.3527, 2.0103], [4.5930, -2.2281, 4.2239], [3.5600, 0.0441, 4.4740], [2.5159, 1.0888, 2.4679], [-5.7801, 0.8478, 5.8869], [-4.5546, 0.4324, 5.3395], [-4.3748, 0.4158, 3.9581], [-3.1657, 0.0187, 3.4166], [-2.1346, -0.3836, 4.2549], [-2.3129, -0.4119, 5.6273], [-3.5222, -0.0111, 6.1687], [-0.5622, -0.7518, 3.5362], [-0.7953, -1.8536, 2.6110], [0.3599, -1.0823, 4.6080], [-0.1056, 0.4878, 2.6567], [-0.0092, 1.7357, 3.1869], [0.4934, 2.6641, 2.3319], [0.6867, 3.8849, 2.7963], [0.3718, 4.2563, 4.0986], [-0.1650, 3.2537, 4.8875], [-0.3578, 2.0096, 4.4650], [-6.3027, 1.4658, 5.2890], [-5.7095, 1.2054, 6.8239], [-5.1770, 0.7394, 3.3001], [-3.0300, 0.0318, 2.3391], [-1.4908, -0.7348, 6.2555], [-3.6696, -0.0259, 7.2451], [1.1195, 4.5930, 2.0925], [0.5418, 5.2577, 4.4669], [-0.4576, 3.4510, 5.9173], [1.8917, -3.9119, 5.5862], [0.8074, -4.7387, 5.0018], [0.0402, -5.5724, 5.6311], [-0.7419, -6.0969, 4.6335], [-0.4760, -5.6230, 3.4024], [-1.1598, -6.0239, 1.9312], [0.5119, -4.7330, 3.6609], [1.2059, -4.0184, 2.6882], [1.9417, -4.0875, 6.6591], [1.7048, -2.8552, 5.3916], [2.8427, -4.1813, 5.1185], [-1.4160, -6.8073, 4.8341], [0.7072, -4.1605, 1.8137], [1.1351, -3.0303, 2.9241], [0.0847, 2.9744, -0.8724], [-1.3180, 2.6827, -0.9491], [-2.0409, 3.4012, 0.1614], [-2.3333, 4.7562, 0.0236], [-2.9035, 5.4354, 1.0832], [-3.1551, 4.7408, 2.2567], [-2.8308, 3.3948, 2.3057], [-2.2910, 2.7276, 1.2829], [0.4128, 2.6674, -0.0073], [-1.5024, 1.6111, -0.9172], [-1.6741, 3.0542, -1.9086], [-2.1184, 5.2571, -0.9132], [-3.1507, 6.4869, 0.9961], [-3.5994, 5.2271, 3.1161], [-2.9995, 2.8231, 3.2129], [-6.5259, -2.3770, -1.8727], [-6.9046, -0.9304, -1.9264], [-7.9876, -0.4615, -2.6151], [-8.1762, 0.9339, -2.6505], [-7.4229, 1.7785, -1.9840], [-6.3856, 1.3051, -1.2204], [-5.4649, 2.2853, -0.2365], [-6.1241, -0.0526, -1.2706], [-9.2931, 1.5186, -3.4713], [-7.3222, -2.9936, -2.2819], [-6.3093, -2.6747, -0.8444], [-5.6086, -2.5124, -2.4484], [-8.6406, -1.1413, -3.1447], [-5.2417, -0.4027, -0.8551], [-10.2403, 1.4213, -2.9327], [-9.3918, 0.9909, -4.4225], [-9.1005, 2.5761, -3.6480], [-1.3279, -7.4984, -1.4686], [-1.6989, -6.0377, -1.4561], [-0.7295, -5.0558, -1.5976], [-1.0683, -3.7113, -1.5479], [-2.3907, -3.3288, -1.3846], [-3.3704, -4.3025, -1.2155], [-3.0219, -5.6412, -1.2458], [-2.9046, -1.6359, -1.6156], [-3.7308, -1.2943, -0.4427], [-3.6893, -1.6656, -2.8419], [-1.6991, -0.8276, -1.7095], [-0.3715, -7.6575, -1.9668], [-2.0900, -8.0930, -1.9754], [-1.2353, -7.8697, -0.4433], [0.3102, -5.3414, -1.7231], [-0.3003, -2.9604, -1.6410], [-4.4016, -4.0017, -1.0570], [-3.7873, -6.3977, -1.0997], [3.6046, 3.5429, -3.0438], [3.2248, 3.2017, -1.6911], [3.4264, 1.7995, -1.3306], [2.8226, 4.1127, -0.7556], [2.8585, 3.9008, 0.4522], [2.4098, 5.3600, -1.2629], [1.3709, 5.3972, -2.2924], [2.1918, 6.3686, -0.2418], [4.5419, 3.0333, -3.2815], [3.7574, 4.6151, -3.1379], [2.8618, 3.2199, -3.7821], [4.4780, 1.5219, -1.4519], [2.8107, 1.1625, -1.9714], [3.1332, 1.6333, -0.3002], [1.3923, 4.5037, -2.9068], [1.5117, 6.2768, -2.9271], [0.3791, 5.4426, -1.8336], [2.9662, 6.3008, 0.5170], [1.2181, 6.2483, 0.2490], [2.2255, 7.3543, -0.7111]]
}